# 1
{
  "formula": "C28H27BrCl51NO2",
  "method": "ωB97M-V/def2-TZVPD",
  "homo_energy_ha": -0.36510,
  "e_tot_ev": -743744.1758,
  "fmax_ev_per_a": 1.0,
  "charge": 0,
  "elements": ["C", "C", "C", "Br", "N", "C", "O", "C", "C", "C", "C", "C", "C", "C", "O", "H", "H", "H", "H", "H", "H", "H", "H", "H", "H", "C", "Cl", "Cl", "Cl", "H", "C", "Cl", "Cl", "Cl", "H", "C", "Cl", "Cl", "Cl", "H", "C", "Cl", "Cl", "Cl", "H", "C", "Cl", "Cl", "Cl", "H", "C", "Cl", "Cl", "Cl", "H", "C", "Cl", "Cl", "Cl", "H", "C", "Cl", "Cl", "Cl", "H", "C", "Cl", "Cl", "Cl", "H", "C", "Cl", "Cl", "Cl", "H", "C", "Cl", "Cl", "Cl", "H", "C", "Cl", "Cl", "Cl", "H", "C", "Cl", "Cl", "Cl", "H", "C", "Cl", "Cl", "Cl", "H", "C", "Cl", "Cl", "Cl", "H", "C", "Cl", "Cl", "Cl", "H", "C", "Cl", "Cl", "Cl", "H"],
  "coordinates": [[-0.1873, -0.5779, 4.0949], [-1.1542, -1.7458, 3.8238], [-2.0749, -1.3798, 2.6768], [-0.9485, -1.3812, 1.0636], [-3.2007, -2.2894, 2.4952], [-4.2096, -1.7679, 1.5925], [-4.1570, -1.7889, 0.3998], [-5.3433, -1.2968, 2.4427], [-6.3973, -0.4641, 2.1346], [-7.3286, -0.2266, 3.1427], [-7.1916, -0.8365, 4.3909], [-6.1161, -1.6495, 4.6991], [-5.1842, -1.8609, 3.6958], [-3.9241, -2.6592, 3.6887], [-3.5742, -3.4683, 4.4941], [0.7101, -0.6833, 3.4900], [-0.6265, 0.3831, 3.8136], [0.0890, -0.5184, 5.1454], [-1.6941, -1.9564, 4.7437], [-0.5462, -2.6083, 3.5596], [-2.4021, -0.3458, 2.7920], [-6.4820, -0.0203, 1.1542], [-8.1666, 0.4291, 2.9529], [-7.9355, -0.6493, 5.1533], [-5.9907, -2.1014, 5.6722], [0.9061, 1.6839, -1.1353], [0.2362, 2.0238, 0.4599], [2.4499, 2.5052, -1.3483], [1.0748, -0.0519, -1.4055], [0.2175, 2.0634, -1.8795], [6.4468, 3.6373, -2.8234], [6.4268, 2.0899, -3.6587], [5.9657, 4.9453, -3.9138], [5.3946, 3.5871, -1.4109], [7.4564, 3.8332, -2.4871], [0.6223, 2.5937, -5.5161], [2.1202, 2.8033, -4.6112], [-0.6403, 1.8984, -4.4881], [0.0900, 4.1239, -6.2057], [0.8097, 1.9005, -6.3250], [0.2584, -3.8058, -1.4235], [1.8905, -4.4473, -1.6740], [-0.2148, -2.8005, -2.7934], [-0.9065, -5.0925, -1.1443], [0.2789, -3.1811, -0.5399], [2.8628, -7.5611, 0.3582], [3.4641, -6.5544, 1.6748], [4.1872, -8.4532, -0.4036], [1.6159, -8.6663, 0.9147], [2.4250, -6.9116, -0.3864], [4.3542, -1.4165, 3.4584], [4.1308, -3.1110, 3.8947], [3.0710, -0.8742, 2.3798], [4.4316, -0.4026, 4.9005], [5.2956, -1.3262, 2.9337], [-4.4224, -7.1375, -1.8963], [-3.2757, -7.4440, -0.5872], [-4.5158, -5.4133, -2.2492], [-4.0045, -8.0505, -3.3452], [-5.3974, -7.4666, -1.5640], [7.8919, 7.9672, -2.6844], [9.4823, 7.5700, -3.3365], [7.8934, 7.8769, -0.9228], [7.3605, 9.5545, -3.2364], [7.1921, 7.2301, -3.0513], [0.0715, 8.1847, -6.8516], [-1.2378, 9.0883, -6.0915], [1.1800, 7.5478, -5.6399], [-0.5722, 6.8956, -7.8759], [0.6243, 8.8645, -7.4854], [-4.0291, 1.7555, -2.3028], [-2.5447, 1.9387, -1.3694], [-5.3006, 1.0385, -1.3242], [-4.5437, 3.3134, -2.9653], [-3.8300, 1.0891, -3.1316], [6.8307, -10.5432, -2.0663], [8.0852, -10.4253, -3.3008], [6.0367, -12.1161, -2.1244], [7.4936, -10.2317, -0.4623], [6.0861, -9.7864, -2.2751], [-7.4549, 4.9698, -0.6046], [-7.6746, 3.2916, -0.1114], [-8.6406, 5.4257, -1.8264], [-7.5351, 6.0513, 0.7863], [-6.4694, 5.0581, -1.0431], [7.8313, -1.6422, -3.3168], [9.1039, -0.9474, -4.3215], [7.6355, -0.7202, -1.8277], [6.3080, -1.7226, -4.2032], [8.1223, -2.6501, -3.0544], [-0.3458, 6.3245, 1.2377], [0.3529, 7.1973, 2.6037], [0.8432, 5.2682, 0.4880], [-1.7651, 5.4024, 1.7452], [-0.6650, 7.0527, 0.5043], [-3.3793, 1.3669, 6.2879], [-4.7439, 2.1386, 7.0916], [-2.2154, 0.7519, 7.4597], [-3.9551, 0.0634, 5.2307], [-2.8822, 2.1093, 5.6773], [0.8243, 10.9416, 4.0984], [2.2033, 11.6661, 3.2728], [0.4396, 11.8254, 5.5748], [-0.5759, 10.8598, 3.0308], [1.0936, 9.9308, 4.3745], [-0.3356, -10.9980, -2.0582], [-1.4420, -12.1733, -1.3474], [-0.9152, -9.3513, -1.8079], [1.2881, -11.1772, -1.3914], [-0.2900, -11.1823, -3.1229]],
  "atomic_forces_ev_per_a": [[-0.035, 0.034, -0.233], [0.608, 0.653, 0.327], [0.535, -0.832, 0.076], [-0.235, 0.178, -0.094], [-0.376, -0.087, -0.226], [-0.196, 0.193, 0.019], [0.254, 0.201, 0.084], [0.275, -0.187, -0.020], [-0.266, -0.019, 0.131], [0.244, -0.152, -0.132], [-0.254, 0.201, 0.174], [-0.073, -0.560, -0.390], [-0.455, -0.402, -0.356], [-0.015, 0.293, 0.208], [0.201, 0.048, 0.105], [-0.005, 0.050, 0.154], [-0.098, 0.031, 0.106], [0.071, -0.090, 0.021], [-0.268, -0.111, -0.148], [-0.317, -0.297, 0.057], [-0.124, 0.033, -0.197], [-0.051, 0.027, -0.050], [-0.042, 0.015, 0.036], [-0.039, 0.060, 0.000], [-0.054, -0.006, 0.043], [0.019, -0.012, 0.060], [0.010, -0.179, 0.023], [-0.043, -0.076, 0.235], [0.078, 0.138, -0.074], [0.012, 0.018, -0.018], [-0.063, -0.079, -0.012], [-0.006, 0.048, -0.087], [0.000, 0.010, -0.018], [0.185, 0.128, 0.069], [0.009, 0.019, -0.009], [0.053, 0.100, -0.022], [-0.083, -0.043, -0.159], [0.006, -0.032, 0.011], [0.001, -0.120, 0.008], [-0.017, -0.019, -0.001], [-0.037, -0.010, -0.016], [0.019, -0.022, 0.024], [-0.060, -0.099, -0.030], [0.086, 0.008, -0.016], [0.026, -0.016, 0.013], [-0.050, -0.023, 0.025], [0.006, 0.022, -0.026], [0.040, 0.007, 0.010], [-0.016, 0.090, 0.146], [-0.011, 0.049, -0.046], [-0.057, -0.017, 0.026], [0.007, -0.011, -0.003], [0.091, 0.010, -0.150], [0.011, 0.004, -0.004], [0.011, 0.000, -0.001], [0.012, 0.103, 0.002], [-0.149, 0.038, 0.023], [-0.022, 0.003, 0.022], [0.006, -0.021, 0.016], [-0.004, -0.013, 0.008], [0.020, 0.024, 0.021], [0.000, -0.013, -0.003], [-0.004, -0.013, 0.002], [0.002, -0.010, 0.002], [-0.036, -0.004, -0.019], [-0.032, 0.007, 0.015], [0.000, 0.008, -0.008], [0.008, -0.006, -0.015], [0.020, 0.084, -0.003], [-0.004, 0.006, -0.014], [0.017, 0.045, 0.007], [-0.077, -0.037, 0.082], [0.057, -0.091, -0.043], [-0.008, -0.001, -0.022], [0.008, 0.015, -0.024], [0.017, -0.032, 0.020], [-0.004, 0.012, -0.005], [-0.020, 0.010, 0.002], [-0.011, 0.009, -0.016], [-0.002, 0.009, -0.011], [0.006, 0.007, 0.000], [-0.079, 0.036, 0.051], [0.012, -0.002, -0.009], [0.015, -0.001, -0.002], [0.010, -0.010, -0.004], [-0.029, 0.069, -0.033], [0.008, -0.010, 0.003], [0.034, -0.073, 0.095], [-0.005, -0.008, 0.001], [-0.001, -0.011, -0.001], [0.016, -0.049, -0.010], [0.013, -0.015, 0.019], [0.069, 0.225, -0.023], [-0.019, 0.009, -0.013], [-0.016, 0.014, 0.007], [0.115, -0.078, -0.011], [0.000, 0.014, -0.007], [0.000, 0.004, -0.029], [0.421, 0.777, 0.460], [-0.006, -0.001, -0.018], [0.000, 0.030, -0.018], [0.006, -0.016, -0.002], [-0.001, -0.014, 0.007], [-0.024, 0.019, -0.003], [0.002, -0.009, 0.003], [0.102, 0.119, 0.086], [-0.015, 0.002, -0.011], [0.026, -0.134, -0.085], [0.016, -0.180, -0.138], [0.012, -0.011, -0.006]]
}



# 2
{
  "formula": "C8H15IO5P",
  "method": "ωB97M-V/def2-TZVPD",
  "homo_energy_ha": -0.14221,
  "e_above_lowest_ev": 0.000,
  "e_tot_ev": -36169.1925,
  "fmax_ev_per_a": 3.9,
  "charge": -1,
  "smiles": "CCOP(=O)(OCC)O/C([O-])=C(\\I)CC",
  "elements": ["C", "C", "C", "C", "C", "C", "C", "C", "O", "O", "O", "O", "O", "P", "I", "H", "H", "H", "H", "H", "H", "H", "H", "H", "H", "H", "H", "H", "H", "H"],
  "coordinates": [[0.8504, 1.2562, 0.7670], [3.1013, 2.1073, -1.7481], [-1.3991, -2.6861, -1.8365], [-3.1049, 1.2181, 1.5237], [2.9230, 2.2755, -0.1673], [-0.0097, -2.6881, -1.1498], [-2.5322, -0.1507, 1.7207], [2.1968, 1.1844, 0.5574], [0.2865, 0.0455, 1.6267], [-0.0080, 2.1554, 0.6954], [-0.4614, -2.3801, 1.8064], [0.2447, -1.4243, -0.4617], [-1.8653, -0.6316, 0.5363], [-0.3916, -1.1592, 0.9742], [3.3217, -0.7543, 0.5568], [2.0239, 2.1184, -2.2488], [3.9229, 1.4103, -2.1309], [3.5424, 3.0742, -2.0540], [-1.3580, -1.7901, -2.4364], [-1.5411, -3.4758, -2.5170], [-1.9929, -2.5316, -0.8855], [-3.5177, 1.5322, 2.4969], [-2.3894, 1.8807, 1.1253], [-3.9530, 1.1788, 0.7872], [2.3603, 3.1284, 0.0259], [3.9228, 2.4101, 0.2446], [0.8175, -2.7581, -1.9005], [0.0570, -3.5313, -0.4466], [-3.2507, -0.9859, 2.0223], [-1.7962, -0.0280, 2.5163]],
  "atomic_forces_ev_per_a": [[-1.496, 0.861, 1.432], [-0.813, 1.361, -0.090], [1.607, 2.163, 2.786], [-2.608, -1.019, -0.396], [1.101, -2.527, -1.546], [0.876, -0.206, -0.799], [-0.382, -1.187, 0.466], [0.581, -1.291, -0.574], [1.468, 0.662, -0.716], [1.550, -1.123, -0.436], [-0.047, 0.386, -0.130], [-0.381, -0.560, -0.435], [0.418, 0.155, 0.496], [-0.880, -1.473, -0.565], [-0.724, 1.438, 0.173], [2.453, -0.748, 0.799], [-1.810, 0.145, 0.750], [-0.272, -0.017, -0.054], [-0.597, 0.548, -0.075], [-0.502, -1.458, -0.170], [-0.601, -0.538, -1.866], [0.203, 0.232, -0.398], [1.078, 0.818, -0.114], [0.555, 0.084, 0.609], [-0.963, 1.788, 0.114], [0.078, 0.043, 0.169], [-0.564, 0.020, 0.689], [0.165, 0.417, -0.046], [0.594, 1.376, -0.233], [-0.089, -0.350, 0.159]]
}